# 1
{"formula": "C6H15NS", "method": "wB97M-V/def2-TZVPD", "energy_ev": -18788.3976, "charge": 0, "homo_ha": -0.319, "relative_energy_ev": 2.192, "homo_lumo_gap_ev": 8.404, "species": ["C", "H", "H", "H", "H", "N", "H", "H", "H", "C", "H", "C", "H", "C", "H", "S", "C", "H", "C", "H", "H", "H", "H"], "positions_angstrom": [[-2.3994, 1.1027, 0.2654], [2.8470, 1.1022, -0.5754], [-0.2526, -1.7127, -0.4498], [-0.3625, -1.1976, 1.8964], [3.0574, -1.6615, -1.4917], [0.0024, -0.7892, -0.1561], [1.5347, -2.5044, -1.1337], [1.2127, 1.1044, -1.3093], [-2.4832, 0.9029, -0.8002], [1.9951, -1.5261, -1.3103], [-0.1009, 0.4878, 1.4513], [1.4977, -0.6219, -0.1997], [1.8530, -0.9673, 0.7821], [1.8023, 0.8414, -0.4150], [-2.6956, -0.9744, 0.7554], [-1.4059, 2.5456, 0.5865], [-0.6106, -0.4234, 1.1572], [1.3706, 1.4578, 0.3765], [-2.0952, -0.1506, 1.1427], [-2.4024, 0.1252, 2.1568], [1.5478, -1.1529, -2.2395], [-3.4182, 1.3604, 0.5810], [-0.4944, 2.6518, -1.0704]]}



# 2
{"formula": "C6H15NS", "method": "wB97M-V/def2-TZVPD", "energy_ev": -18789.5694, "charge": 0, "homo_ha": -0.304, "relative_energy_ev": 1.020, "smiles": "CCN[C@H](C)CCS", "homo_lumo_gap_ev": 9.236, "species": ["H", "C", "N", "H", "S", "C", "H", "H", "C", "C", "H", "H", "H", "H", "H", "H", "H", "H", "H", "H", "C", "C", "H"], "positions_angstrom": [[0.3799, -1.2642, -0.9101], [-0.4637, -0.5700, -0.8617], [0.1628, -0.8035, 1.6393], [2.5034, 0.1889, 3.5541], [-0.3874, 1.4756, -2.8968], [-0.0375, 0.8705, -1.2259], [1.1779, 0.8689, 1.0811], [2.5750, -1.2311, 2.5680], [1.0290, 0.3374, 2.0118], [-0.8855, -0.6941, 0.6326], [-1.4928, 2.1973, -2.6688], [-1.2550, -2.5723, 1.6114], [0.5266, -1.7169, 1.8009], [-1.3017, -0.9290, -1.4574], [-1.6055, 0.0369, 1.0124], [-1.3220, -2.7181, -0.1346], [-0.5950, 1.5276, -0.5670], [-2.7134, -2.0812, 0.7579], [1.0279, 0.9672, -1.0435], [0.5364, 0.9718, 2.7499], [2.3711, -0.1556, 2.5273], [-1.6247, -2.0955, 0.7032], [3.1693, 0.1952, 1.8687]]}



# 3
{"formula": "C6H15O", "method": "wB97M-V/def2-TZVPD", "energy_ev": -8508.7721, "charge": 0, "homo_ha": [-0.386, -0.392], "relative_energy_ev": 2.354, "spin_multiplicity": 2, "homo_lumo_gap_ev": [11.453, 8.442], "species": ["H", "H", "H", "H", "C", "H", "C", "O", "H", "C", "H", "C", "H", "H", "C", "H", "H", "H", "H", "C", "H", "H"], "positions_angstrom": [[0.6984, 0.6681, -3.3878], [-1.3826, -0.8482, 3.1524], [-1.5189, -0.6061, 0.4557], [0.2900, -1.2947, -0.9836], [0.0728, -0.2075, -0.8400], [-0.7986, 1.0522, 0.7034], [-0.2230, 0.0935, -3.3359], [2.4075, 0.8924, 1.2855], [0.0177, -0.9539, -3.4967], [0.3945, -0.3726, 1.7094], [0.4432, -1.4471, 1.5812], [-0.8616, 0.2573, -1.9721], [0.0600, -0.6339, 3.9175], [-0.8188, 0.4106, -4.1928], [-0.4206, -0.3157, 2.9838], [1.4104, 0.2170, 1.7088], [0.9470, 0.4818, -0.8177], [3.3873, 0.9455, 1.5802], [-1.7695, -0.3578, -1.9229], [-0.5604, -0.0189, 0.5637], [-0.7133, 0.7130, 3.1185], [-1.0615, 1.3249, -1.8106]]}



# 4
{"formula": "C6H15P", "method": "wB97M-V/def2-TZVPD", "energy_ev": -15752.7082, "charge": 0, "homo_ha": -0.303, "relative_energy_ev": 0.439, "smiles": "CC[C@@H](C)P(C)C", "homo_lumo_gap_ev": 9.382, "species": ["H", "P", "H", "H", "H", "C", "C", "H", "H", "C", "H", "H", "H", "C", "C", "H", "H", "H", "C", "H", "H", "H"], "positions_angstrom": [[-1.5382, -0.3577, -2.0851], [-1.4914, 0.7398, 0.0680], [1.9694, 0.7336, 1.8987], [0.2400, 1.3483, 2.0902], [0.3999, -0.2766, -1.7417], [-1.8555, 0.6876, -1.8260], [1.0084, 1.1147, 1.4066], [2.5467, -1.5527, -1.1365], [3.2017, -0.1889, -0.3528], [1.0854, 0.1743, -1.0238], [-2.8736, 1.0675, -1.8458], [-1.2667, 1.4473, -2.3142], [-2.3539, -1.0140, 1.4401], [0.3935, 0.1693, 0.3405], [2.5545, -0.4495, -1.1321], [0.3651, -0.8424, 0.7554], [1.0960, 1.2627, -1.4553], [2.9609, -0.1623, -2.1176], [-2.5199, -0.7850, 0.4402], [1.5696, 2.0550, 1.0425], [-2.3551, -1.6417, -0.2724], [-3.5776, -0.4681, 0.5158]]}